# C37H98N6Na3O14P

C37H98N6Na3O14P as an isolated structure in a non-equilibrium geometry (ωB97M-V/def2-TZVPD, OMol25).

XYZ file:
```
159
Properties=species:S:1:pos:R:3:forces:R:3:lowdin_charge:R:1
Na -18.025 19.149 12.078 0.7 -0.7 0.9 0.67
Na -13.473 18.720 16.757 -0.9 -0.8 -1.0 0.77
Na -16.384 13.775 16.589 0.0 1.5 -0.9 0.78
P -16.005 16.948 14.457 -0.4 -0.1 1.0 -0.21
O -14.697 16.280 15.009 1.2 0.3 -0.3 -0.56
O -15.888 18.518 14.322 0.4 0.2 -0.7 -0.55
O -16.998 16.729 15.616 -1.7 -0.8 1.8 -0.54
O -16.560 16.255 13.194 0.3 0.6 -0.7 -0.52
C -16.535 25.730 12.138 -0.3 1.6 -2.1 -0.07
C -16.412 24.634 11.058 0.6 0.1 0.4 -0.42
C -14.988 24.590 10.394 -1.4 1.3 -0.2 -0.12
O -14.727 25.905 9.691 -2.6 -2.3 0.9 -0.18
C -13.388 26.074 9.545 2.3 -0.3 0.5 -0.18
N -16.732 23.399 11.767 0.6 -1.0 -0.9 0.02
H -17.491 25.758 12.661 0.1 -0.8 0.3 0.07
H -16.611 26.681 11.609 0.6 0.4 0.0 0.07
H -15.668 25.776 12.797 -0.2 -0.2 0.1 0.09
H -17.102 24.672 10.214 -0.3 0.7 0.2 0.13
H -14.944 23.782 9.664 0.0 0.1 -0.2 0.12
H -14.291 24.323 11.189 0.6 0.6 0.0 0.12
H -12.899 25.194 9.126 0.1 -0.5 0.2 0.08
H -13.022 26.252 10.556 0.9 0.1 0.0 0.09
H -13.017 26.845 8.869 -0.9 0.6 0.1 0.09
H -16.099 23.361 12.553 -0.2 -0.3 0.4 0.07
H -17.673 23.522 12.113 0.0 -0.2 0.3 0.06
C -9.336 19.845 12.057 0.9 1.3 -0.4 -0.06
C -10.685 20.548 11.975 0.6 0.5 -0.8 -0.46
C -11.285 20.418 10.546 1.3 0.1 0.1 -0.20
O -10.441 21.184 9.713 0.1 0.7 -2.1 -0.21
C -10.244 20.775 8.316 0.4 0.3 1.2 -0.07
N -11.496 19.930 12.969 -0.6 -0.8 0.0 0.04
H -9.395 18.757 12.082 -0.2 0.0 -0.3 0.08
H -8.751 20.141 12.928 -0.3 0.1 0.3 0.08
H -8.736 20.208 11.221 0.1 -0.4 -0.2 0.08
H -10.602 21.610 12.202 0.3 0.2 -0.2 0.14
H -12.311 20.786 10.520 -0.2 -0.1 0.0 0.12
H -11.212 19.384 10.210 -0.4 -0.4 0.2 0.12
H -9.453 21.392 7.888 0.4 0.0 0.6 0.08
H -11.020 20.955 7.572 -0.9 -0.2 0.7 0.08
H -9.921 19.734 8.327 -0.1 -0.1 -0.3 0.08
H -11.226 18.986 12.737 -0.9 -0.9 0.9 0.06
H -12.450 20.010 12.647 -0.6 -0.1 0.4 0.07
C -19.499 10.049 12.572 -0.8 -0.8 -0.6 -0.07
C -19.392 11.465 11.997 0.1 -1.7 -0.1 -0.44
C -20.760 12.091 11.674 1.0 0.0 0.6 -0.20
O -21.447 11.217 10.822 1.2 -0.1 0.1 -0.18
C -22.668 11.708 10.416 -0.9 -0.5 -0.9 -0.13
N -18.538 12.141 12.939 -0.1 1.6 0.3 0.03
H -19.596 9.304 11.782 -0.3 0.0 -0.1 0.07
H -20.381 9.976 13.207 -0.1 0.0 0.1 0.08
H -18.662 9.707 13.182 0.3 0.5 -0.1 0.07
H -18.868 11.423 11.042 -0.2 -0.2 -0.4 0.13
H -20.555 13.044 11.184 -0.2 0.3 -0.2 0.12
H -21.351 12.297 12.566 -0.1 0.0 0.4 0.13
H -23.417 11.568 11.195 -0.2 0.3 0.1 0.09
H -22.954 11.098 9.559 -0.2 -0.1 0.0 0.09
H -22.649 12.729 10.035 0.2 0.3 0.3 0.09
H -18.520 13.119 12.687 0.1 0.6 0.3 0.07
H -17.602 11.847 12.696 0.3 -0.1 0.3 0.07
C -21.755 20.733 16.482 -1.1 1.5 0.9 -0.07
C -21.752 20.824 14.962 1.6 -1.4 -0.2 -0.40
C -21.584 22.234 14.371 -0.8 -0.1 -0.5 -0.17
O -21.631 22.253 12.912 0.5 -0.4 1.3 -0.19
C -21.831 23.556 12.424 -0.4 0.4 0.6 -0.13
N -20.691 19.900 14.505 0.2 0.1 -1.0 0.03
H -22.602 21.317 16.842 -0.2 0.2 0.3 0.07
H -20.885 21.147 16.990 0.3 0.1 -0.4 0.07
H -21.916 19.759 16.944 0.1 -0.4 -0.7 0.08
H -22.682 20.391 14.594 -0.1 0.3 -0.1 0.14
H -20.718 22.791 14.729 0.5 -0.3 0.0 0.12
H -22.426 22.800 14.769 -0.4 0.2 -0.1 0.12
H -21.202 24.304 12.908 0.6 -0.1 0.1 0.08
H -22.834 23.890 12.688 -0.4 0.0 -0.3 0.08
H -21.673 23.620 11.347 -0.1 -0.4 0.1 0.09
H -19.783 20.209 14.821 0.2 0.3 0.2 0.07
H -20.806 19.007 14.962 -0.1 -0.2 0.0 0.07
C -12.904 13.014 10.530 0.5 -0.4 0.3 -0.05
C -11.627 13.738 11.054 1.1 -1.6 -2.1 -0.44
C -10.389 13.781 10.061 -1.3 -1.7 0.6 -0.14
O -9.930 12.430 9.692 -0.3 1.8 0.1 -0.21
C -9.251 11.695 10.682 -0.6 -0.1 0.1 -0.14
N -11.954 15.079 11.450 -0.9 0.0 0.8 0.04
H -13.727 13.220 11.215 0.0 0.2 0.1 0.07
H -12.828 11.927 10.508 0.3 -0.1 -0.1 0.07
H -13.240 13.312 9.537 0.3 0.3 -0.1 0.08
H -11.210 13.179 11.892 -0.3 0.0 0.4 0.11
H -9.620 14.346 10.588 0.3 0.0 -0.2 0.11
H -10.690 14.260 9.129 0.2 0.0 0.0 0.12
H -8.458 12.215 11.218 0.5 0.4 -0.5 0.08
H -8.899 10.812 10.148 0.3 0.0 0.4 0.09
H -9.911 11.397 11.497 -0.4 -0.4 0.0 0.07
H -12.841 15.231 10.993 -0.1 1.0 -0.9 0.06
H -12.406 14.860 12.326 0.2 0.8 1.2 0.07
C -17.622 17.311 6.303 0.0 -0.2 0.7 -0.03
C -17.634 18.137 7.597 1.8 1.0 -0.9 -0.51
C -17.744 19.627 7.112 -0.7 -1.1 -0.2 -0.14
C -19.151 20.005 6.719 -0.5 0.7 1.4 -0.20
C -20.151 19.619 7.836 -0.3 -0.6 -1.2 -0.12
C -20.138 18.087 8.194 0.6 0.6 0.4 -0.44
N -18.680 17.761 8.509 -2.1 2.1 1.7 -0.12
O -18.523 16.486 9.059 -0.3 -0.8 -0.8 -0.01
C -21.083 17.850 9.429 1.4 -0.1 -0.2 -0.02
C -20.639 17.276 7.017 0.0 -0.8 -0.7 -0.04
C -16.293 18.037 8.379 -0.2 -0.2 -0.5 -0.01
H -18.469 17.638 5.699 0.1 -0.5 -0.1 0.06
H -17.690 16.281 6.653 -0.1 -0.3 -0.7 0.09
H -16.722 17.468 5.709 0.1 -0.1 0.2 0.09
H -17.371 20.326 7.861 0.1 0.0 0.0 0.11
H -17.221 19.735 6.162 0.9 -0.1 0.4 0.12
H -19.475 19.682 5.729 0.1 -0.4 0.1 0.10
H -19.112 21.092 6.650 -0.4 0.2 -0.1 0.11
H -21.126 19.837 7.400 -0.4 -0.1 0.3 0.12
H -20.048 20.291 8.688 0.3 -0.3 0.3 0.11
H -20.804 18.583 10.186 -0.3 0.1 0.2 0.07
H -22.144 17.899 9.187 0.2 0.5 -0.2 0.08
H -20.951 16.868 9.883 0.3 -0.1 -0.2 0.07
H -20.463 17.752 6.052 -0.2 0.2 0.1 0.07
H -20.085 16.341 6.932 -0.1 -0.2 0.3 0.08
H -21.695 17.017 7.084 0.0 0.2 0.0 0.08
H -16.142 18.939 8.972 -0.1 -0.1 0.2 0.07
H -15.449 17.974 7.691 0.0 0.0 -0.1 0.08
H -16.241 17.159 9.023 0.0 0.1 -0.1 0.08
H -18.142 16.596 9.934 0.1 0.1 0.2 0.10
C -17.462 16.891 21.333 -0.2 0.8 -0.3 -0.08
C -16.862 17.988 20.390 -0.4 -1.2 1.3 -0.31
O -16.072 17.308 19.439 0.6 0.5 -0.3 -0.09
H -18.219 17.321 21.989 -0.2 -0.1 0.0 0.06
H -16.707 16.436 21.973 0.3 0.3 -0.1 0.07
H -17.875 16.060 20.762 -0.3 0.2 -0.1 0.06
H -16.279 18.655 21.025 0.5 -0.1 -0.2 0.10
H -17.573 18.654 19.902 -0.5 -0.3 0.0 0.11
H -16.620 17.209 18.657 0.1 -0.1 -0.6 0.07
C -22.995 15.313 16.048 0.5 -1.5 0.4 -0.08
C -21.495 14.813 15.953 -1.2 2.4 0.2 -0.27
O -20.834 15.508 17.036 0.0 -0.8 -0.1 -0.11
H -23.149 16.392 16.065 0.5 -0.1 -0.3 0.06
H -23.379 14.947 17.000 0.1 0.1 0.3 0.06
H -23.677 14.835 15.346 0.2 0.1 -0.5 0.06
H -21.014 15.184 15.048 -0.2 -0.4 -0.3 0.10
H -21.399 13.728 16.008 -0.1 0.0 0.2 0.10
H -20.005 15.838 16.683 0.3 0.1 0.0 0.06
C -8.381 14.952 16.300 -0.7 0.1 -1.1 -0.08
C -9.755 14.632 15.589 1.8 0.0 2.4 -0.28
O -10.727 15.297 16.404 0.0 0.2 -0.7 -0.10
H -8.136 15.985 16.055 0.1 0.1 0.3 0.06
H -7.564 14.338 15.920 -0.1 -0.1 -0.1 0.06
H -8.432 14.816 17.381 -0.2 0.0 -0.1 0.07
H -9.900 13.559 15.718 -0.2 -0.2 -0.6 0.10
H -9.690 14.960 14.551 -0.4 0.0 0.0 0.11
H -11.519 15.433 15.879 -0.4 0.0 -0.1 0.07
C -17.465 23.565 17.901 0.2 0.2 -0.4 -0.08
C -16.791 22.278 17.394 0.6 -0.5 0.7 -0.31
O -16.072 22.417 16.171 -0.7 0.9 -0.7 -0.09
H -18.224 23.453 18.676 0.1 -0.8 0.1 0.07
H -18.025 24.041 17.097 0.2 0.0 -0.3 0.07
H -16.789 24.310 18.322 0.3 -0.1 -0.3 0.07
H -17.514 21.464 17.350 -0.3 0.1 -0.3 0.10
H -15.980 21.895 18.013 -0.4 0.3 1.2 0.10
H -15.970 21.543 15.788 -0.1 -0.2 -0.2 0.07
```
Positions in Å, forces in eV/Å.

Calculated values
ΔE to the lowest compared entry with this formula, charge and spin: 983.35 kJ/mol
Orbital gap: 4.190 eV
2S+1: 1
DFT total energy: -3678.41892 Eh